No. 1
Below is 14 unconnected molecules or ions with the total composition C39H104ClO43S13 at a distorted geometry, with properties calculated with wB97M-V/def2-TZVPD.

The geometry in XYZ format:
```
200
Properties=species:S:1:pos:R:3:mulliken_charge:R:1
Cl 12.262 19.591 11.294 -0.066
O 11.297 20.475 10.863 -0.420
O 13.382 20.346 11.809 -0.035
O 11.684 18.707 12.309 -0.164
O 12.704 18.945 10.112 -0.153
O 17.530 23.179 14.857 -0.647
S 17.471 21.764 14.517 1.311
O 18.680 20.940 14.669 -0.665
O 16.216 21.076 15.301 -0.158
C 16.101 19.663 15.126 -0.706
C 14.642 19.159 15.168 0.182
C 16.830 21.672 12.782 -0.279
H 16.610 19.224 15.984 0.344
H 16.589 19.287 14.227 0.349
H 14.218 19.155 16.172 0.246
H 14.448 18.152 14.797 -0.075
H 14.061 19.825 14.530 -0.299
H 16.704 20.613 12.556 -0.271
H 17.535 22.101 12.070 0.579
H 15.867 22.182 12.815 0.054
O 12.373 26.740 17.469 -0.627
S 13.498 26.836 16.552 1.170
O 14.810 27.297 16.980 -0.621
O 13.736 25.313 15.829 -0.169
C 13.300 24.237 16.680 -0.226
C 14.251 23.095 16.391 -0.661
C 12.977 27.801 15.046 -0.861
H 12.286 23.934 16.418 -0.028
H 13.322 24.452 17.748 0.573
H 15.313 23.231 16.594 0.435
H 14.145 22.908 15.322 -0.242
H 14.036 22.182 16.946 0.380
H 13.579 28.709 15.076 0.415
H 11.890 27.877 15.007 0.316
H 13.232 27.270 14.129 0.202
O 16.309 23.345 7.786 -0.669
S 15.479 23.474 8.969 1.077
O 16.070 23.270 10.293 -0.500
O 14.810 24.989 8.958 -0.355
C 14.189 25.451 7.734 -0.226
C 12.680 25.571 7.926 -0.404
C 13.939 22.442 8.796 1.110
H 14.384 24.946 6.789 0.028
H 14.643 26.419 7.519 0.459
H 12.193 24.597 7.937 -0.293
H 12.234 26.137 7.107 0.402
H 12.418 26.083 8.851 0.307
H 14.171 21.378 8.746 -0.362
H 13.411 22.823 7.922 -0.323
H 13.367 22.645 9.701 -0.306
O 10.988 14.986 14.214 -0.536
S 9.491 15.077 14.171 1.149
O 8.742 15.096 12.927 -0.630
O 8.922 13.812 15.087 -0.305
C 7.752 13.204 14.654 -0.107
C 7.355 11.990 15.511 -1.196
C 9.060 16.472 15.211 -0.681
H 7.814 12.987 13.588 0.339
H 6.885 13.858 14.744 0.231
H 6.265 11.963 15.490 0.352
H 7.757 12.017 16.524 0.295
H 7.692 11.095 14.987 0.306
H 8.004 16.731 15.144 0.372
H 9.726 17.283 14.913 0.050
H 9.186 16.141 16.241 0.351
O 18.285 18.882 11.337 -0.604
S 17.937 19.328 9.988 1.095
O 18.710 20.461 9.408 -0.697
O 18.129 18.023 9.049 -0.115
C 18.527 18.274 7.662 -0.217
C 18.861 16.942 6.946 -1.205
C 16.135 19.632 9.935 0.642
H 19.411 18.908 7.608 0.487
H 17.711 18.863 7.244 0.169
H 17.977 16.337 6.745 0.159
H 19.785 16.578 7.397 0.359
H 19.260 17.282 5.990 0.460
H 15.590 18.814 10.404 -0.153
H 15.830 19.753 8.896 -0.169
H 15.863 20.540 10.474 -0.175
O 12.333 16.241 6.158 -0.667
S 13.342 16.192 7.223 1.167
O 12.925 15.954 8.638 -0.442
O 14.387 14.960 6.863 -0.442
C 15.417 14.596 7.772 1.097
C 15.774 13.193 7.320 -1.623
C 14.573 17.592 7.082 0.426
H 15.001 14.623 8.780 -0.168
H 16.189 15.364 7.718 -0.195
H 16.559 12.776 7.952 0.401
H 16.046 13.245 6.266 0.379
H 14.912 12.529 7.386 0.387
H 15.056 17.734 6.115 0.383
H 15.311 17.495 7.878 -0.269
H 13.902 18.414 7.332 -0.477
O 7.311 16.690 8.615 -0.661
S 8.007 17.928 8.471 1.261
O 7.757 18.790 7.355 -0.605
O 7.910 18.844 9.913 -0.284
C 8.223 18.224 11.116 0.245
C 7.356 18.871 12.218 -1.399
C 9.816 17.529 8.450 -0.675
H 9.291 18.299 11.323 0.020
H 8.043 17.149 11.117 0.675
H 6.417 19.134 11.732 0.363
H 7.758 19.870 12.386 -0.038
H 7.083 18.365 13.144 0.369
H 10.026 16.968 7.540 0.588
H 9.970 16.804 9.250 0.454
H 10.314 18.482 8.628 -0.369
O 9.601 23.974 12.704 -0.380
S 10.849 24.231 13.432 0.875
O 11.242 25.511 14.043 -0.552
O 11.055 22.973 14.531 -0.342
C 10.198 21.900 14.314 1.057
C 10.825 20.800 15.181 -1.102
C 12.290 23.639 12.424 0.057
H 10.139 21.559 13.280 0.081
H 9.256 22.204 14.771 -0.312
H 11.148 21.316 16.085 0.430
H 11.692 20.364 14.684 -0.012
H 10.036 20.077 15.386 0.106
H 13.035 23.512 13.210 -0.278
H 12.620 24.401 11.718 0.585
H 11.863 22.771 11.922 -0.361
O 10.132 24.704 9.173 -0.529
S 9.326 23.646 8.573 1.198
O 8.415 23.913 7.472 -0.705
O 10.417 22.408 8.048 -0.287
C 9.917 21.195 7.524 0.324
C 11.045 20.558 6.751 -1.161
C 8.436 22.623 9.845 -0.926
H 9.114 21.370 6.808 0.454
H 9.575 20.479 8.271 -0.268
H 11.941 20.425 7.358 -0.145
H 11.296 21.228 5.928 0.507
H 10.834 19.628 6.224 0.480
H 7.696 23.297 10.277 0.583
H 9.135 22.300 10.616 -0.052
H 7.899 21.813 9.352 0.449
O 7.262 19.062 16.215 -0.474
S 6.723 20.472 16.318 1.081
O 7.341 21.432 17.246 -0.626
O 6.607 21.105 14.759 -0.069
C 6.352 22.470 14.549 -0.409
C 6.261 22.532 13.002 -0.802
C 4.882 20.420 16.633 -1.111
H 7.191 22.984 15.017 0.311
H 5.399 22.681 15.034 0.430
H 6.185 23.590 12.751 0.472
H 5.316 22.088 12.690 0.442
H 7.115 22.123 12.462 -0.255
H 4.657 21.410 17.028 0.404
H 4.695 19.692 17.423 0.439
H 4.273 20.144 15.773 0.264
O 13.434 22.892 5.475 -0.540
S 14.025 21.677 4.963 0.712
O 14.205 20.506 5.862 -0.085
O 13.121 21.233 3.709 -0.262
C 13.156 19.825 3.274 0.269
C 13.022 19.849 1.801 -1.540
C 15.670 22.009 4.052 -1.035
H 12.313 19.289 3.709 0.197
H 14.099 19.307 3.452 0.215
H 12.198 20.492 1.492 0.383
H 13.004 18.843 1.383 0.381
H 13.788 20.446 1.307 0.339
H 15.987 21.074 3.591 0.305
H 16.304 22.351 4.871 0.356
H 15.490 22.814 3.339 0.385
O 15.963 16.925 18.610 -0.612
S 14.874 16.177 18.047 1.231
O 14.271 15.030 18.750 -0.647
O 13.672 17.266 17.771 -0.255
C 12.354 16.737 17.324 0.300
C 11.544 16.401 18.594 -1.510
C 15.325 15.672 16.243 -0.613
H 12.375 15.823 16.731 0.239
H 11.891 17.494 16.693 0.181
H 10.477 16.312 18.388 0.327
H 11.624 17.102 19.425 0.377
H 11.797 15.417 18.987 0.355
H 14.389 15.722 15.687 -0.045
H 15.762 14.675 16.184 0.549
H 16.026 16.417 15.866 0.214
O 15.676 16.945 12.770 -0.426
S 15.504 15.742 11.919 0.956
O 16.023 15.802 10.577 -0.520
O 16.102 14.429 12.706 -0.215
C 16.325 13.242 11.878 -0.116
C 17.188 12.232 12.693 -1.305
C 13.766 15.211 11.914 -1.025
H 16.663 13.343 10.846 0.199
H 15.292 12.896 11.867 0.349
H 16.786 12.234 13.707 0.284
H 18.164 12.713 12.628 0.336
H 17.223 11.206 12.326 0.376
H 13.569 14.928 12.949 0.538
H 13.556 14.412 11.203 0.402
H 13.203 16.110 11.664 0.069
```

Output
* total charge: -1
* spin multiplicity: 1
* frontier orbital gap: 9.09 eV
* energy relative to the best compared isomer or geometry (same formula, charge and spin): 0.103 eV
* LUMO level: 1.310 eV

---

No. 2
Below is a molecular structure, C49H51BrCrN2O2P2S3 at a distorted geometry, with properties calculated with wB97M-V/def2-TZVPD.

The geometry in XYZ format:
```
111
Properties=species:S:1:pos:R:3:mulliken_charge:R:1
Cr -0.184 0.131 -0.357 1.909
C -6.218 1.408 5.289 -0.690
S -4.939 0.767 6.393 -0.085
C -3.483 1.496 5.612 -1.029
C -2.997 0.704 4.405 0.417
C -1.656 1.222 3.902 -1.128
N -1.174 0.504 2.705 0.839
P -1.963 0.575 1.218 -0.255
C -3.292 -0.653 1.235 1.493
C -4.459 -0.488 0.487 -0.570
C -5.449 -1.459 0.517 -1.021
C -5.272 -2.610 1.274 -0.855
C -4.088 -2.806 1.974 -0.802
C -3.096 -1.837 1.947 -0.917
C -2.703 2.220 1.116 1.273
C -1.849 3.233 0.665 -0.669
C -2.301 4.537 0.542 -0.730
C -3.622 4.836 0.852 -0.872
C -4.476 3.838 1.300 -0.978
C -4.021 2.535 1.440 -0.196
P 0.451 0.040 2.433 0.925
C 0.937 -0.763 3.984 0.902
C 0.024 -1.520 4.714 -0.294
C 0.419 -2.158 5.881 -0.984
C 1.734 -2.061 6.315 -0.637
C 2.661 -1.344 5.569 -0.759
C 2.267 -0.701 4.404 -1.058
C 1.359 1.625 2.477 1.128
C 1.880 2.055 1.261 -0.731
C 2.496 3.281 1.103 -0.418
C 2.593 4.115 2.208 -0.792
C 2.105 3.705 3.444 -1.031
C 1.499 2.466 3.580 -0.410
H -7.176 1.198 5.760 0.376
H -6.195 0.924 4.312 0.110
H -6.113 2.488 5.179 0.247
H -2.717 1.529 6.389 0.415
H -3.725 2.524 5.334 0.339
H -3.742 0.764 3.609 -0.422
H -2.906 -0.349 4.679 0.362
H -0.909 1.091 4.684 0.805
H -1.718 2.292 3.680 0.454
H -4.599 0.398 -0.122 0.637
H -6.365 -1.313 -0.042 0.565
H -6.052 -3.358 1.310 0.459
H -3.941 -3.711 2.550 0.541
H -2.169 -1.996 2.483 0.415
H -0.811 3.002 0.433 0.175
H -1.629 5.317 0.206 0.511
H -3.984 5.851 0.750 0.424
H -5.503 4.076 1.545 0.514
H -4.692 1.775 1.819 0.425
H -1.005 -1.601 4.384 0.264
H -0.302 -2.726 6.454 0.496
H 2.037 -2.542 7.235 0.445
H 3.689 -1.277 5.898 0.464
H 2.998 -0.144 3.829 0.451
H 2.458 0.549 0.138 -0.351
H 2.899 3.569 0.140 0.589
H 3.067 5.082 2.107 0.473
H 2.210 4.352 4.306 0.480
H 1.149 2.144 4.553 0.471
O 1.751 1.209 0.139 -0.164
S 3.618 -1.939 0.431 0.017
C 4.299 -2.649 -1.115 -1.099
C 3.604 -2.160 -2.374 -0.159
C 3.810 -0.680 -2.659 -0.283
C 2.981 -0.212 -3.843 -0.885
S 1.192 -0.118 -3.440 0.256
O 1.119 -0.311 -1.923 -0.415
C 0.919 1.605 -3.793 0.802
C 0.609 1.930 -5.108 -0.770
C 0.438 3.263 -5.450 -0.716
C 0.567 4.251 -4.481 -0.661
C 0.866 3.909 -3.168 -0.595
C 1.048 2.578 -2.815 -0.248
C 2.339 -3.118 0.816 0.392
C 2.580 -4.090 1.781 -0.424
C 1.592 -5.018 2.091 -0.707
C 0.366 -4.975 1.444 -0.746
C 0.126 -4.007 0.477 -1.115
C 1.110 -3.080 0.162 0.498
H 4.195 -3.727 -1.018 0.494
H 5.364 -2.413 -1.124 0.523
H 2.538 -2.389 -2.300 0.005
H 3.998 -2.733 -3.220 0.458
H 4.859 -0.495 -2.900 0.646
H 3.573 -0.078 -1.782 -0.310
H 3.050 -0.917 -4.674 0.550
H 3.262 0.777 -4.200 0.506
H 0.503 1.154 -5.859 0.497
H 0.206 3.531 -6.472 0.450
H 0.442 5.291 -4.754 0.428
H 0.979 4.683 -2.419 0.514
H 1.311 2.304 -1.802 0.520
H 3.537 -4.115 2.286 0.493
H 1.787 -5.777 2.838 0.446
H -0.400 -5.701 1.685 0.470
H -0.828 -3.980 -0.035 0.534
H 0.936 -2.336 -0.606 0.002
Br -5.383 -0.909 -4.384 -0.058
C -3.894 -0.653 -3.295 -0.170
C -3.323 -1.725 -2.628 -0.687
C -2.239 -1.485 -1.812 -0.650
N -1.708 -0.267 -1.639 0.689
C -2.268 0.764 -2.300 -0.497
C -3.357 0.617 -3.131 -0.986
H -3.720 -2.725 -2.730 0.561
H -1.777 -2.296 -1.260 0.375
H -1.829 1.742 -2.146 0.521
H -3.779 1.475 -3.635 0.591
```

Output
* total charge: +2
* spin multiplicity: 5
* frontier orbital gap (alpha / beta): 7.20 / 6.94 eV
* energy relative to the best compared isomer or geometry (same formula, charge and spin): 0.000 eV
* LUMO level (alpha / beta): -4.863 / -5.122 eV

---

Which value of total charge does entry 2 give?
+2

---

Which of these has the lowest total charge?
C39H104ClO43S13

---

Number 2 is which compound?
C49H51BrCrN2O2P2S3

---

Look up the energy relative to the best compared isomer or geometry (same formula, charge and spin) of the second one.
0.000 eV